1.
The following is a quantum chemistry calculation of a structure of composition C9H13HgN3S5, from the Open Molecules 2025 dataset.

Cartesian coordinates (Å):
1 Hg -0.878 1.175 2.979
2 S 2.781 -2.919 3.950
3 C 1.885 -1.777 3.102
4 S 0.561 -2.228 2.154
5 S 2.409 -0.173 3.193
6 C 3.318 -0.409 -0.976
7 C 2.134 0.478 -0.840
8 C 1.732 1.588 -1.558
9 C 0.545 2.025 -0.947
10 N 0.252 1.228 0.073
11 N 1.210 0.299 0.117
12 C -0.357 3.146 -1.327
13 H 3.788 -0.264 -1.946
14 H 3.026 -1.453 -0.871
15 H 4.039 -0.184 -0.190
16 H 2.229 2.026 -2.399
17 H 1.203 -0.392 0.863
18 H -0.928 2.882 -2.218
19 H 0.209 4.051 -1.543
20 H -1.057 3.344 -0.519
21 S -4.268 1.494 0.039
22 C -3.509 0.053 -0.071
23 N -2.198 -0.129 -0.178
24 C -1.721 -1.466 -0.431
25 C -2.755 -2.393 0.184
26 S -4.338 -1.525 -0.090
27 H -1.524 0.636 -0.055
28 H -0.746 -1.616 0.031
29 H -1.640 -1.634 -1.516
30 H -2.612 -2.483 1.261
31 H -2.788 -3.378 -0.271

E_LUMO (spin up / spin down) in eV: 2.675 / 1.036
Frontier orbital gap (spin up / spin down) in eV: 7.62 / 5.78
Spin multiplicity: 2
HOMO (spin up / spin down) in eV: -4.9 / -4.7
Energy above the lowest of the compared OMol25 structures with the same formula, charge and spin in kJ/mol: 5.1
Total charge: -1

2.
The following is a quantum chemistry calculation of a structure of composition C9H13N2O in a non-equilibrium geometry, from the Open Molecules 2025 dataset.

Cartesian coordinates (Å):
1 C -4.463 -0.374 0.105
2 C -4.083 0.861 -0.247
3 C -2.353 -0.393 -0.037
4 C -0.254 -1.832 -0.077
5 C -0.958 -0.721 -0.154
6 C 1.188 -2.094 -0.146
7 C 2.016 -0.845 0.139
8 C 0.241 0.872 -0.433
9 C 0.056 1.861 0.715
10 N -3.306 -1.130 0.475
11 N 1.574 0.356 -0.588
12 O -2.791 0.827 -0.526
13 H -5.461 -0.647 0.401
14 H -4.686 1.649 -0.540
15 H -0.845 -2.747 -0.007
16 H 1.621 -2.912 0.600
17 H 1.405 -2.615 -1.039
18 H 2.126 -0.614 1.159
19 H 3.007 -1.085 -0.256
20 H 0.101 1.452 -1.379
21 H 0.393 1.492 1.565
22 H -0.995 2.151 0.884
23 H 0.771 2.772 0.462
24 H 2.235 1.122 -0.273
25 H 1.963 0.114 -1.440

E_LUMO in eV: -3.339
Frontier orbital gap in eV: 8.71
HOMO in eV: -12.0
Energy above the lowest of the compared OMol25 structures with the same formula, charge and spin in kJ/mol: 464.5
Total charge: +1

3.
The following is a quantum chemistry calculation of the molecule C9H13N3O in a non-equilibrium geometry, from the Open Molecules 2025 dataset.

Cartesian coordinates (Å):
1 C -1.908 -0.171 -1.880
2 C -0.852 -0.570 -0.803
3 C -1.556 -0.888 0.527
4 O -2.637 -0.445 0.865
5 N -0.800 -1.561 1.449
6 N 0.567 -1.860 1.110
7 N -1.347 -2.090 2.624
8 C 0.336 0.373 -0.624
9 C 1.586 0.184 -1.126
10 C 2.528 1.209 -1.070
11 C 2.375 2.230 -0.144
12 C 1.162 2.398 0.472
13 C 0.103 1.544 0.175
14 H -2.768 0.338 -1.358
15 H -2.314 -1.069 -2.483
16 H -1.425 0.614 -2.660
17 H -0.607 -1.515 -1.167
18 H 0.998 -0.993 0.902
19 H 0.743 -2.698 0.557
20 H -2.083 -1.451 2.742
21 H -0.797 -1.998 3.453
22 H 1.807 -0.622 -1.725
23 H 3.409 0.944 -1.666
24 H 3.022 3.001 0.090
25 H 1.217 3.211 1.111
26 H -0.757 1.884 0.630

E_LUMO in eV: 0.754
Frontier orbital gap in eV: 9.15
Structure (SMILES): C[C@H](C(=O)N(N)N)c1ccccc1
HOMO in eV: -8.4
Energy above the lowest of the compared OMol25 structures with the same formula, charge and spin in kJ/mol: 351.7
Total charge: 0

4.
The following is a quantum chemistry calculation of a cluster of 4 separate species, C9H13N3O10 in total in a non-equilibrium geometry, from the Open Molecules 2025 dataset.

Cartesian coordinates (Å):
1 O 27.811 16.184 -22.531
2 C 26.695 15.731 -22.395
3 C 26.550 14.922 -21.137
4 C 25.643 13.962 -21.009
5 O 25.697 13.174 -19.941
6 C 24.620 13.613 -21.991
7 O 23.834 12.690 -21.891
8 C 24.552 14.692 -23.070
9 C 25.559 15.606 -23.324
10 O 25.561 16.519 -24.325
11 H 27.385 15.018 -20.459
12 H 24.803 13.096 -19.600
13 H 23.608 14.482 -23.552
14 H 26.391 16.996 -24.246
15 C 24.143 19.875 -26.235
16 N 23.679 18.824 -27.160
17 O 22.921 19.205 -28.069
18 O 24.027 17.624 -26.998
19 H 24.049 20.896 -26.604
20 H 25.203 19.659 -26.101
21 H 23.568 19.641 -25.339
22 C 30.496 15.257 -26.996
23 N 30.315 16.643 -27.316
24 O 30.230 17.406 -26.353
25 O 30.369 17.034 -28.507
26 H 30.162 14.819 -27.936
27 H 29.784 14.930 -26.238
28 H 31.541 15.051 -26.760
29 C 29.138 19.793 -24.778
30 N 27.705 19.730 -24.505
31 O 27.329 18.626 -24.019
32 O 27.021 20.771 -24.540
33 H 29.644 20.526 -24.149
34 H 29.275 19.964 -25.846
35 H 29.619 18.887 -24.411

E_LUMO in eV: -1.403
Frontier orbital gap in eV: 8.03
Structure (SMILES): O=C1C=C(O)C(=O)C=C1O.C[N+](=O)[O-].C[N+](=O)[O-].C[N+](=O)[O-]
HOMO in eV: -9.4
Total charge: 0

5.
The following is a quantum chemistry calculation of a structure of composition C9H13N4O2 in a non-equilibrium geometry, from the Open Molecules 2025 dataset.

Cartesian coordinates (Å):
1 C 1.616 -1.561 -0.095
2 C 0.361 0.353 0.547
3 C -0.562 -1.390 0.096
4 C -0.471 1.382 0.070
5 C -2.564 -0.083 0.169
6 C -2.669 -2.528 -0.150
7 C -2.690 2.295 0.073
8 C 2.144 0.565 -1.063
9 C 2.619 0.142 1.296
10 N 0.492 -2.151 -0.142
11 N -1.841 -1.360 0.060
12 N -1.868 1.087 0.162
13 N 1.660 -0.084 0.186
14 O -0.100 2.485 -0.271
15 O -3.759 -0.166 0.208
16 H 2.548 -2.072 -0.248
17 H -2.059 -3.424 -0.064
18 H -3.470 -2.529 0.590
19 H -3.132 -2.481 -1.137
20 H -2.573 2.750 -0.911
21 H -3.731 2.040 0.246
22 H -2.344 3.006 0.822
23 H 1.511 0.271 -1.901
24 H 2.067 1.648 -0.941
25 H 3.174 0.282 -1.266
26 H 2.720 1.213 1.464
27 H 2.238 -0.325 2.203
28 H 3.593 -0.277 1.048

E_LUMO (spin up / spin down) in eV: -5.645 / -5.644
Frontier orbital gap (spin up / spin down) in eV: 6.74 / 6.74
HOMO (spin up / spin down) in eV: -12.4 / -12.4
Energy above the lowest of the compared OMol25 structures with the same formula, charge and spin in kJ/mol: 164.6
Total charge: +1

6.
The following is a quantum chemistry calculation of the molecule C9H13NO in a non-equilibrium geometry, from the Open Molecules 2025 dataset.

Cartesian coordinates (Å):
1 C 0.817 -0.150 -0.441
2 C 0.634 -1.426 -0.032
3 C 2.137 0.402 -0.391
4 C -1.213 0.907 0.568
5 C -0.358 0.619 -0.798
6 C -1.593 -0.221 -0.341
7 C 1.475 -2.467 0.571
8 C 2.071 1.885 -0.144
9 C -3.951 -0.380 -0.116
10 N 3.166 -0.317 -0.276
11 O -2.777 -0.531 -0.913
12 H -0.695 0.755 1.487
13 H -1.757 1.917 0.689
14 H -0.625 1.298 -1.652
15 H 1.983 -2.953 -0.235
16 H 1.042 -3.184 1.269
17 H 2.355 -1.929 1.026
18 H 1.848 2.317 -1.090
19 H 1.171 2.052 0.472
20 H 3.095 2.346 0.003
21 H -4.678 0.356 -0.499
22 H -3.772 -0.095 0.867
23 H -4.474 -1.295 -0.003
24 H 4.099 0.095 -0.021

E_LUMO (spin up / spin down) in eV: 0.745 / 0.553
Frontier orbital gap (spin up / spin down) in eV: 8.69 / 7.80
HOMO (spin up / spin down) in eV: -7.9 / -7.2
Energy above the lowest of the compared OMol25 structures with the same formula, charge and spin in kJ/mol: 791.1
Total charge: 0